{"formula": "C34H78N7O6", "method": "ωB97M-V/def2-TZVPD", "species": ["C", "C", "O", "C", "C", "N", "C", "C", "C", "C", "C", "C", "C", "C", "C", "C", "N", "H", "H", "H", "H", "H", "H", "H", "H", "H", "H", "H", "H", "H", "H", "H", "H", "H", "H", "H", "H", "H", "H", "H", "C", "C", "C", "O", "C", "N", "H", "H", "H", "H", "H", "H", "H", "H", "H", "H", "H", "C", "C", "C", "O", "C", "N", "H", "H", "H", "H", "H", "H", "H", "H", "H", "H", "H", "C", "C", "C", "O", "C", "N", "H", "H", "H", "H", "H", "H", "H", "H", "H", "H", "H", "C", "C", "C", "O", "C", "N", "H", "H", "H", "H", "H", "H", "H", "H", "H", "H", "H", "C", "C", "C", "O", "C", "N", "H", "H", "H", "H", "H", "H", "H", "H", "H", "H", "H"], "xyz": [[5.5381, 1.1828, -0.6720], [4.9851, -0.3453, -0.5870], [3.8308, -0.4797, 0.2921], [3.2169, -1.7433, -0.0681], [2.1075, -1.4900, -1.2012], [0.6946, -1.4467, -0.7168], [-0.1593, -1.4644, -1.9362], [-1.7278, -1.5568, -1.6654], [-2.5689, -2.3931, -2.6960], [-4.1316, -2.6226, -2.5530], [-4.8577, -2.0019, -1.3379], [-4.0367, -1.1567, -0.3303], [-2.4901, -0.9276, -0.4718], [-1.7395, -0.0545, 0.6292], [0.4243, -2.5847, 0.1981], [1.3359, -2.3082, 1.5257], [2.7542, -2.5545, 1.1037], [6.0989, 1.2508, -1.6797], [6.2994, 1.3829, 0.1521], [4.6807, 1.9334, -0.7278], [5.8040, -1.0732, -0.2350], [4.7646, -0.6379, -1.6871], [4.0577, -2.3609, -0.5720], [2.3231, -0.4463, -1.6515], [2.2185, -2.2226, -2.0949], [0.0151, -0.5285, -2.5962], [0.1193, -2.3760, -2.5948], [-2.0355, -2.8789, -3.5840], [-4.6388, -3.2799, -3.3523], [-5.9818, -2.1494, -1.1779], [-4.5679, -0.7130, 0.5762], [-1.4444, -0.6638, 1.5702], [-2.3908, 0.8271, 0.9515], [-0.7491, 0.4087, 0.2507], [-0.6468, -2.6550, 0.5789], [0.7407, -3.6105, -0.2505], [1.1674, -1.2016, 1.8138], [0.9480, -3.0003, 2.3435], [3.3561, -2.4573, 1.9495], [2.8055, -3.5605, 0.8241], [-9.9943, -1.5855, -4.1793], [-8.8317, -0.9709, -4.9555], [-7.8032, -2.0023, -5.4705], [-6.9444, -2.5446, -4.4698], [-7.5470, -3.5301, -3.6479], [-8.1928, 0.0577, -4.1222], [-9.7304, -1.8433, -3.1521], [-10.8227, -0.8741, -4.1160], [-10.3682, -2.4872, -4.6743], [-9.2589, -0.4776, -5.8346], [-7.1404, -1.4906, -6.1765], [-8.2896, -2.8076, -6.0346], [-8.2397, -4.1659, -4.2065], [-8.0544, -3.0533, -2.8074], [-6.7565, -4.1585, -3.2320], [-7.4968, 0.5482, -4.6815], [-7.6372, -0.4247, -3.4139], [6.4618, 1.7429, 3.4893], [6.9903, 0.3129, 3.4003], [7.5084, -0.2517, 4.7411], [8.7655, 0.2653, 5.1605], [8.7129, 1.5727, 5.7118], [8.0226, 0.2489, 2.3564], [7.2564, 2.4902, 3.5034], [5.8402, 1.9702, 2.6179], [5.8448, 1.8814, 4.3822], [6.1516, -0.3195, 3.0876], [7.6643, -1.3288, 4.6141], [6.7631, -0.1414, 5.5386], [7.8076, 1.7337, 6.3037], [8.7912, 2.3164, 4.9168], [9.5795, 1.7033, 6.3602], [8.2871, -0.7243, 2.2184], [8.8673, 0.6778, 2.7382], [-2.0503, 1.3989, -4.8251], [-3.2337, 0.4585, -5.0417], [-4.1462, 0.8539, -6.2232], [-4.9886, 1.9745, -5.9777], [-4.3330, 3.2299, -6.0418], [-3.9931, 0.3526, -3.7899], [-2.3281, 2.3195, -4.3093], [-1.2921, 0.9128, -4.2030], [-1.5782, 1.6668, -5.7755], [-2.8195, -0.5292, -5.2727], [-4.8252, 0.0166, -6.4170], [-3.5699, 1.0015, -7.1452], [-3.5680, 3.2550, -6.8233], [-3.8992, 3.4754, -5.0705], [-5.0812, 3.9938, -6.2621], [-4.7076, -0.3636, -3.9052], [-4.5253, 1.2195, -3.6913], [-8.3278, 3.0051, -1.5877], [-6.9759, 3.6299, -1.9244], [-7.0409, 5.1386, -2.2465], [-7.5873, 5.4543, -3.5228], [-9.0003, 5.3592, -3.5995], [-6.3615, 2.8732, -3.0227], [-8.9312, 2.7958, -2.4722], [-8.1840, 2.0475, -1.0787], [-8.9073, 3.6517, -0.9214], [-6.3420, 3.5177, -1.0384], [-6.0151, 5.5223, -2.2661], [-7.5618, 5.6956, -1.4579], [-9.4853, 5.6895, -2.6763], [-9.2937, 4.3369, -3.8437], [-9.3402, 5.9961, -4.4184], [-5.4133, 3.2162, -3.1646], [-6.8457, 3.1372, -3.8826], [9.4106, -1.0045, 10.3924], [9.6228, -1.2036, 8.8934], [10.6162, -2.3325, 8.5419], [11.9857, -2.0161, 8.7681], [12.3856, -2.0644, 10.1278], [10.0293, 0.0745, 8.2950], [10.2203, -0.4470, 10.8656], [8.4959, -0.4315, 10.5705], [9.3070, -1.9640, 10.9083], [8.6536, -1.4845, 8.4676], [10.5362, -2.5271, 7.4670], [10.3517, -3.2713, 9.0444], [11.8922, -2.8743, 10.6730], [12.1934, -1.1039, 10.6087], [13.4641, -2.2301, 10.1595], [10.0544, -0.0330, 7.2831], [11.0071, 0.2301, 8.5465]], "gap_ev": 7.165, "lumo_energy_ev": -3.120, "relative_energy_ev": 6.128, "spin_multiplicity": 1, "charge": 1}